(1)
The following is a quantum chemistry calculation of one molecule with the formula C4H7NO2 in a non-equilibrium geometry, from the OMol25 dataset.

As for the highest occupied orbital energy: -9.209 eV. The calculation puts the energy at -9843.8302 eV. For the energy relative to the best compared isomer or geometry (same formula, charge and spin), the calculation gives 79.5 kcal/mol. The orbital gap comes out at 10.01 eV. As for the total charge: 0. As for the structure (SMILES): CC(=O)NCC=O.

XYZ file:
```
14
Properties=species:S:1:pos:R:3:forces:R:3:nbo_charge:R:1
O -2.412 -0.302 0.750 -0.6 1.1 0.9 -0.53
O 1.033 1.001 -1.763 -1.4 -0.8 1.0 -0.57
N -0.425 -1.068 -0.024 0.6 0.6 4.0 -0.69
C -1.279 0.049 0.666 1.6 -3.4 -2.3 0.72
C 1.110 -0.966 -0.087 -3.0 3.1 -4.2 -0.35
C 0.601 -0.098 -1.447 4.8 -0.5 -1.5 0.43
C -0.540 1.317 0.892 1.0 0.6 0.4 -0.77
H 0.012 -0.695 -2.187 0.2 0.3 0.7 0.14
H -0.714 -2.000 0.273 -0.5 0.5 0.0 0.40
H -0.197 1.809 -0.061 -1.2 -0.2 0.8 0.29
H 1.673 -1.822 -0.451 -0.5 -0.3 0.4 0.23
H 1.683 -0.247 0.520 -0.5 -0.8 0.2 0.21
H 0.464 1.054 1.256 -0.4 0.0 0.4 0.24
H -1.010 1.967 1.660 0.1 -0.3 -0.9 0.26
```
Positions in Å, forces in eV/Å.

***

(2)
The following is a quantum chemistry calculation of a 2-piece molecular cluster, C3H9N2O2 overall in a non-equilibrium geometry, from the OMol25 dataset.

As for the highest occupied orbital energy (alpha / beta): -9.485 / -9.478 eV. The calculation puts the energy at -10329.8044 eV. For the energy relative to the best compared isomer or geometry (same formula, charge and spin), the calculation gives 15.6 kcal/mol. The orbital gap (alpha / beta) comes out at 10.11 / 6.73 eV. Its expectation value of S² is 0.754. As for the total charge: 0. The multiplicity is 2.

XYZ file:
```
16
Properties=species:S:1:pos:R:3:forces:R:3:nbo_charge:R:1
O 1.221 -0.099 0.232 1.0 -0.3 0.3 -0.30
O -3.269 -1.457 -0.821 -0.1 0.0 0.3 -0.61
N -1.422 -0.317 -0.058 -0.1 -0.7 0.5 -0.63
N 2.680 1.545 -0.708 -0.6 -0.2 0.6 -0.83
C 2.453 0.176 -0.243 0.4 1.1 -0.7 0.00
C -2.146 -1.026 -0.959 0.0 0.4 -0.7 0.53
C -1.895 -0.231 1.322 0.2 0.3 -0.4 -0.43
H 3.251 -0.077 0.469 -0.2 -0.3 0.1 0.22
H 1.794 1.844 -1.109 0.2 0.1 -0.3 0.36
H 2.786 2.141 0.109 0.2 0.0 -0.1 0.36
H -1.644 -1.067 -1.946 0.1 -0.2 0.1 0.10
H -1.457 0.670 1.750 -0.1 0.0 0.2 0.20
H 2.632 -0.471 -1.123 -0.2 -0.4 0.2 0.23
H -2.977 -0.149 1.300 0.0 0.0 0.1 0.23
H -1.599 -1.093 1.921 -0.1 -0.1 0.0 0.19
H -0.407 -0.387 -0.136 -0.8 0.3 -0.3 0.41
```
Positions in Å, forces in eV/Å.

***

(3)
The following is a quantum chemistry calculation of one molecule with the formula C5H8O2 in a non-equilibrium geometry, from the OMol25 dataset.

As for the highest occupied orbital energy: -9.505 eV. The calculation puts the energy at -9408.1085 eV. For the energy relative to the best compared isomer or geometry (same formula, charge and spin), the calculation gives 39.7 kcal/mol. The orbital gap comes out at 10.34 eV. As for the total charge: 0. As for the structure (SMILES): O=C1CC[C@@H]1CO.

XYZ file:
```
15
Properties=species:S:1:pos:R:3:forces:R:3:nbo_charge:R:1
O 2.190 0.801 0.012 -0.3 -0.3 -0.2 -0.53
O -1.287 1.420 1.773 -0.1 1.1 0.4 -0.73
C 1.289 0.022 -0.152 0.3 0.3 0.2 0.62
C 1.151 -1.333 -0.851 0.1 0.0 0.0 -0.52
C -0.391 -1.144 -0.759 -0.2 0.0 0.1 -0.39
C -0.186 0.060 0.215 -0.1 0.1 0.4 -0.41
C -0.959 1.363 0.375 -0.2 0.2 0.0 -0.07
H 1.532 -2.147 -0.219 -0.1 0.2 -0.2 0.24
H 1.598 -1.398 -1.849 -0.1 0.0 0.2 0.23
H -0.531 1.777 2.265 -0.3 -0.1 -0.3 0.47
H -0.335 -0.148 1.296 0.7 -1.5 -0.7 0.28
H -0.366 2.242 0.086 -0.2 -0.2 -0.1 0.19
H -1.929 1.365 -0.129 0.3 0.0 -0.2 0.19
H -0.833 -0.901 -1.735 0.1 0.2 0.3 0.21
H -0.944 -1.979 -0.328 0.0 0.1 -0.1 0.22
```
Positions in Å, forces in eV/Å.

***

(4)
The following is a quantum chemistry calculation of one molecule with the formula C3H7N3O2, from the OMol25 dataset.

As for the highest occupied orbital energy: -8.877 eV. The calculation puts the energy at -11786.1509 eV. For the energy relative to the best compared isomer or geometry (same formula, charge and spin), the calculation gives 119.0 kcal/mol. The orbital gap comes out at 9.56 eV. As for the total charge: 0. As for the structure (SMILES): [H]/N=C/NC/C=[N+](/[O-])O.

XYZ file:
```
15
Properties=species:S:1:pos:R:3:forces:R:3:nbo_charge:R:1
O -2.683 -0.767 -1.265 -0.8 0.0 -0.3 -0.49
O -1.620 -1.327 0.603 0.7 0.0 0.3 -0.57
N -1.588 -0.905 -0.736 -0.2 -0.2 0.3 0.39
N 1.041 2.445 1.214 0.0 0.5 0.0 -0.73
N 1.236 0.610 -0.121 0.3 -0.1 -0.6 -0.60
C -0.424 -0.735 -1.257 0.6 0.0 0.1 -0.07
C 0.855 -0.736 -0.481 -0.2 -0.1 0.1 -0.26
C 0.897 1.200 1.049 0.1 -0.2 0.7 0.28
H 0.849 2.761 2.157 -0.1 -0.2 0.0 0.35
H 0.739 -1.322 0.432 0.1 0.0 -0.1 0.23
H -2.561 -1.386 0.838 0.0 0.2 -0.6 0.50
H 1.456 1.253 -0.870 0.0 0.0 0.1 0.40
H 0.575 0.471 1.807 0.0 0.2 0.0 0.15
H -0.422 -0.390 -2.279 -0.3 -0.1 0.0 0.22
H 1.650 -1.172 -1.091 -0.1 -0.1 0.1 0.21
```
Positions in Å, forces in eV/Å.

***

(5)
The following is a quantum chemistry calculation of a 2-piece molecular cluster, C9H4N7O8 overall in a non-equilibrium geometry, from the OMol25 dataset.

As for the highest occupied orbital energy: -4.871 eV. The calculation puts the energy at -36196.6188 eV. For the energy relative to the best compared isomer or geometry (same formula, charge and spin), the calculation gives 7.1 kcal/mol. The orbital gap comes out at 4.59 eV. As for the total charge: -1.

XYZ file:
```
28
Properties=species:S:1:pos:R:3:forces:R:3:nbo_charge:R:1
O 1.152 4.755 1.458 0.4 -1.1 0.1 -0.39
O 3.632 -0.234 1.521 -2.0 -0.9 0.0 -0.06
O 2.280 -2.085 1.460 1.3 1.8 0.2 -0.38
O -1.846 -3.706 -5.017 -0.1 0.0 0.9 -0.42
O -2.354 -4.617 -3.117 0.2 0.4 -0.1 -0.45
O 3.116 3.856 1.646 -1.5 -0.6 0.0 -0.35
O -2.821 2.067 1.897 1.0 -0.7 -0.3 -0.39
O -2.733 -0.012 1.270 1.1 1.4 0.6 -0.33
N -2.190 1.051 1.589 -2.2 -0.7 -0.2 0.50
N 1.886 3.768 1.576 0.9 1.9 -0.1 0.51
N -1.892 -3.689 -3.785 0.3 0.6 -0.5 0.52
N 2.434 -0.844 1.518 -3.9 -4.4 -0.1 0.40
N -0.844 -1.429 -3.669 0.0 -0.1 -1.6 -0.50
N 3.364 1.055 1.575 -0.1 4.0 0.2 -0.11
N -0.784 -1.153 -1.468 0.0 0.2 1.9 -0.58
C 1.268 2.462 1.624 -0.6 -0.1 -0.1 -0.01
C -1.346 -2.348 -1.718 -0.3 -0.4 0.5 -0.08
C -0.745 1.111 1.601 1.2 -0.9 0.1 0.06
C -0.098 2.359 1.609 0.4 0.7 -0.1 -0.12
C 1.369 0.043 1.583 2.4 0.4 -0.1 0.05
C -0.017 -0.058 1.591 -1.1 -0.9 -0.2 -0.09
C -1.381 -2.528 -3.083 0.1 0.3 -0.2 0.06
C 2.031 1.264 1.611 2.6 0.0 -0.1 0.09
C -0.502 -0.637 -2.667 -0.3 -0.8 -0.6 0.11
H -0.503 -1.022 1.602 -0.1 0.0 -0.2 0.29
H -0.046 0.336 -2.812 0.0 -0.1 0.0 0.16
H -1.733 -3.024 -0.965 0.2 0.2 0.0 0.19
H -0.694 3.260 1.572 0.0 0.0 0.1 0.28
```
Positions in Å, forces in eV/Å.

***

(6)
The following is a quantum chemistry calculation of C25H41NO6P2PtSSe as an isolated structure, from the OMol25 dataset.

As for the highest occupied orbital energy (alpha / beta): -5.958 / -5.979 eV. The calculation puts the energy at -138375.4170 eV. For the energy relative to the best compared isomer or geometry (same formula, charge and spin), the calculation gives 0.0 kcal/mol. The orbital gap (alpha / beta) comes out at 6.29 / 6.35 eV. As for the total charge: 0.

XYZ file:
```
78
Properties=species:S:1:pos:R:3:forces:R:3:mulliken_charge:R:1
Pt -0.941 -2.153 -1.972 0.0 0.0 0.0 1.40
Se -1.285 -2.385 -4.162 0.0 0.0 -0.1 -0.70
S 1.511 -1.846 -0.233 0.0 -0.1 0.0 0.74
P -2.120 -0.232 0.845 0.0 0.0 0.0 0.20
P 0.294 1.623 0.324 0.0 0.0 0.0 0.52
O -1.401 -1.265 0.082 0.0 0.1 0.0 -1.11
O -2.248 -0.763 2.331 0.0 0.0 0.0 -0.17
O 0.386 1.092 -1.151 0.0 0.0 0.0 0.36
O 0.335 3.214 0.238 0.0 0.0 0.0 -0.36
O 1.310 1.006 1.189 0.0 0.0 0.0 -0.92
O -3.565 0.147 0.336 0.0 0.0 0.1 -0.24
N 0.544 -2.997 -0.818 0.1 0.0 0.0 -0.79
C 3.418 -0.136 -1.144 0.0 0.0 0.0 -0.19
C -2.992 -0.091 3.377 0.0 0.0 0.0 0.71
C -2.011 0.384 4.430 0.0 0.0 0.0 -1.41
C 2.632 -1.763 -2.759 0.0 0.0 0.0 -0.60
C 1.321 5.154 -0.731 0.0 0.0 0.0 -1.45
C 2.621 -1.222 -1.486 0.0 0.0 0.0 0.78
C 2.862 -3.979 2.853 0.0 0.0 0.0 -0.67
C 3.492 -1.222 -3.707 0.0 0.0 0.0 -0.79
C 1.616 3.870 0.013 0.0 0.0 0.0 1.04
C 0.716 1.167 -3.500 0.0 0.0 0.0 -1.29
C 4.320 -0.161 -3.373 0.0 0.0 0.0 -0.52
C 2.089 -3.231 1.983 0.0 0.0 0.0 -0.63
C -4.600 -1.009 -1.515 0.0 0.0 0.0 -1.12
C -1.396 1.422 0.923 0.0 0.0 0.0 -0.68
C 4.743 -3.774 1.367 0.0 0.0 0.0 -0.83
C -0.082 1.764 -2.364 0.0 0.0 0.0 1.15
C 4.191 -4.248 2.547 0.0 0.0 0.0 -0.43
C -1.573 1.567 -2.541 0.0 0.0 0.0 -1.19
C -3.985 -1.091 3.932 0.0 0.0 0.0 -1.55
C 2.302 4.103 1.343 0.0 0.0 0.0 -1.51
C 2.652 -2.761 0.800 -0.1 0.0 0.0 0.31
C 4.281 0.385 -2.094 0.0 0.0 0.0 -0.79
C 3.974 -3.026 0.484 0.0 0.0 0.0 -0.21
C -5.868 -0.430 0.587 0.0 0.0 0.0 -1.56
C -4.553 -0.881 -0.010 0.0 0.0 0.0 0.77
H -4.875 -0.051 -1.959 0.0 0.0 0.0 0.26
H -2.152 2.048 -1.752 0.0 0.0 0.0 0.24
H -4.225 -1.824 0.438 0.0 0.0 0.0 0.36
H -6.176 0.513 0.133 0.0 0.0 0.0 0.35
H 2.228 3.208 -0.612 0.0 0.0 0.0 0.06
H 1.786 1.275 -3.316 0.0 0.0 0.0 0.26
H 0.675 5.792 -0.127 0.0 0.0 0.0 0.30
H 4.988 0.255 -4.117 0.0 0.0 0.0 0.37
H 0.467 0.111 -3.615 0.0 0.0 0.0 0.13
H -3.450 -1.930 4.379 0.0 0.0 0.0 0.36
H 0.825 4.957 -1.681 0.0 0.0 0.0 0.36
H -4.604 -0.623 4.699 0.0 0.0 0.0 0.38
H 1.065 -3.740 -1.276 0.0 0.0 0.0 0.33
H 4.407 -2.659 -0.437 0.0 0.0 0.0 0.46
H 2.249 5.690 -0.931 0.0 0.0 0.0 0.40
H 1.945 -2.557 -3.025 0.0 0.0 0.0 0.37
H 3.263 4.593 1.183 0.0 0.0 0.0 0.43
H 0.151 2.824 -2.245 0.0 0.0 0.0 -0.26
H 4.916 1.224 -1.841 0.0 0.0 0.0 0.40
H -1.879 2.009 -3.490 0.0 0.0 0.0 0.52
H 4.795 -4.829 3.231 0.0 0.0 0.0 0.38
H -4.633 -1.478 3.147 0.0 0.0 0.0 0.32
H -3.640 -1.332 -1.919 0.0 0.0 0.0 0.02
H 5.776 -3.987 1.126 0.0 0.0 0.0 0.40
H 2.430 -4.348 3.774 0.0 0.0 0.0 0.39
H -1.375 1.746 1.965 0.0 0.0 0.0 0.38
H -6.638 -1.175 0.387 0.0 0.0 0.0 0.39
H -5.350 -1.750 -1.797 0.0 0.0 0.0 0.46
H 1.051 -3.015 2.204 0.0 0.0 0.0 0.46
H 0.465 1.680 -4.430 0.0 0.0 0.0 0.48
H -1.801 0.500 -2.575 0.0 0.0 0.0 0.03
H -2.548 0.866 5.248 0.0 0.0 0.0 0.41
H -5.794 -0.288 1.665 0.0 0.0 0.0 0.35
H 3.344 0.293 -0.151 0.0 0.0 0.0 0.55
H -1.461 -0.469 4.829 0.0 0.0 0.0 0.31
H -3.525 0.758 2.936 0.0 0.0 0.0 0.37
H -2.048 2.104 0.380 0.0 0.0 0.0 0.62
H 3.499 -1.625 -4.711 0.0 0.0 0.0 0.40
H -1.288 1.093 4.029 0.0 0.0 0.0 0.32
H 1.684 4.750 1.969 0.0 0.0 0.0 0.32
H 2.466 3.159 1.859 0.0 0.0 0.0 0.31
```
Positions in Å, forces in eV/Å.